# 1
Computed, not measured: a structure of composition C6H28AsF6O8, with the ωB97M-V functional and the def2-TZVPD basis.

Positions of all 49 atoms, in Å:
As: -0.33 0.74 0.42
F: -1.18 2.27 -0.18
F: -1.25 0.81 2.00
F: 0.58 -0.77 0.83
F: 0.48 0.69 -1.13
F: 1.00 1.77 1.13
F: -1.75 -0.10 -0.22
O: -2.05 5.05 0.48
H: -1.23 4.89 0.01
H: -2.69 4.51 0.03
O: 2.01 4.16 0.50
H: 2.17 4.21 -0.44
H: 1.52 3.35 0.62
O: -4.79 -0.31 -1.67
H: -4.34 -0.98 -1.15
H: -4.12 0.34 -1.86
O: -3.17 2.44 -1.81
H: -2.32 2.31 -1.41
H: -3.36 3.37 -1.67
O: 2.40 3.51 3.13
H: 2.59 3.94 2.29
H: 1.77 2.82 2.90
O: -1.89 -1.56 3.96
H: -0.97 -1.74 3.73
H: -1.93 -0.61 4.07
C: 2.42 -3.85 3.95
C: 1.79 -4.31 2.65
C: 1.25 -5.69 2.55
O: 0.83 -3.35 2.28
H: 1.71 -3.50 4.70
H: 3.01 -2.95 3.76
H: 3.04 -4.63 4.39
H: 2.51 -4.17 1.84
H: 0.36 -5.66 3.18
H: 2.00 -6.36 2.96
H: 1.05 -6.09 1.55
H: 1.23 -2.50 2.04
C: 1.05 0.53 -5.19
C: 0.04 1.14 -4.26
C: -0.92 0.21 -3.58
O: 0.73 1.93 -3.33
H: 0.65 0.07 -6.10
H: 1.52 -0.34 -4.74
H: 1.84 1.22 -5.49
H: -0.53 1.81 -4.91
H: -1.42 0.76 -2.78
H: -0.38 -0.64 -3.18
H: -1.66 -0.11 -4.32
H: 0.75 1.40 -2.53

- HOMO (spin up / spin down): -9.296 / -9.296 eV
- Charge: 0
- E_tot: -100197.8511 eV
- Multiplicity: 2
- Frontier orbital gap (spin up / spin down): 7.86 / 1.37 eV
- LUMO energy (spin up / spin down): -1.4 / -7.9 eV

***

# 2
Computed, not measured: a cluster of 9 separate species, C6H28BF4O8 in total, with the ωB97M-V functional and the def2-TZVPD basis.

Positions of all 47 atoms, in Å:
B: 0.05 -1.47 1.50
F: -0.79 -0.48 2.04
F: -0.59 -2.34 0.53
F: 1.14 -0.76 0.86
F: 0.52 -2.28 2.55
O: 0.16 1.74 -0.35
H: 0.51 0.85 -0.13
H: 0.23 1.84 -1.26
O: 1.20 -2.40 -1.91
H: 0.29 -2.26 -2.18
H: 1.12 -2.19 -0.98
O: 3.54 -0.18 5.26
H: 3.41 -0.90 4.68
H: 2.81 0.13 5.76
O: -2.90 0.25 -0.08
H: -2.72 1.13 0.26
H: -2.75 -0.38 0.61
O: 3.63 -1.65 2.77
H: 2.76 -2.15 2.84
H: 3.31 -0.98 2.13
C: 3.97 -5.13 -0.60
C: 4.73 -4.33 -1.66
O: 3.98 -4.14 -2.80
H: 3.05 -4.64 -0.35
H: 4.53 -5.12 0.31
H: 3.78 -6.17 -0.94
H: 5.68 -4.83 -1.98
H: 4.96 -3.34 -1.28
H: 3.28 -3.50 -2.58
C: -0.74 4.75 0.29
C: -1.77 4.06 1.12
O: -2.07 2.69 0.78
H: -0.88 4.63 -0.82
H: 0.31 4.44 0.52
H: -0.73 5.80 0.51
H: -2.71 4.63 1.04
H: -1.38 4.06 2.18
H: -1.22 2.28 0.43
C: -5.00 2.78 -1.62
C: -4.74 1.65 -2.62
O: -3.37 1.23 -2.65
H: -5.40 2.47 -0.68
H: -5.68 3.50 -2.01
H: -4.06 3.32 -1.36
H: -4.94 2.08 -3.59
H: -5.43 0.74 -2.56
H: -3.05 0.59 -1.98

- HOMO: -7.510 eV
- Charge: -1
- E_tot: -34611.5067 eV
- Frontier orbital gap: 10.36 eV
- LUMO energy: 2.8 eV

***

# 3
Computed, not measured: a cluster of 7 separate species, C6H28N2O6 in total, with the ωB97M-V functional and the def2-TZVPD basis.

Positions of all 42 atoms, in Å:
C: 1.94 -1.98 1.98
C: 1.09 -1.07 0.90
N: 0.36 -0.04 1.50
C: -1.02 -0.41 1.83
C: 0.35 1.43 0.93
C: 1.67 2.01 1.16
C: -0.05 1.58 -0.49
N: -0.54 2.98 -0.82
H: 2.41 -1.25 2.61
H: 2.85 -2.47 1.40
H: 1.27 -2.62 2.59
H: 1.88 -0.71 0.24
H: 0.50 -1.79 0.27
H: -1.58 -0.94 0.83
H: -0.89 -1.13 2.66
H: -1.61 0.41 2.17
H: -0.29 1.85 1.62
H: 1.77 3.11 0.92
H: 2.48 1.34 0.67
H: 2.11 1.99 2.18
H: -0.83 0.82 -0.70
H: 0.80 1.35 -1.18
H: -0.35 3.59 -0.10
H: -0.09 3.33 -1.60
O: 0.70 -0.42 -3.67
H: -0.23 -0.17 -3.48
H: 0.65 -1.10 -4.21
O: 1.31 -0.02 4.47
H: 0.77 0.12 3.67
H: 1.69 -0.82 4.10
O: -3.02 1.17 -1.27
H: -2.70 0.47 -0.63
H: -2.50 1.89 -0.98
O: -2.42 -3.06 -0.15
H: -2.03 -3.40 0.73
H: -1.82 -3.49 -0.76
O: 2.84 -0.65 -1.91
H: 3.17 -1.32 -2.37
H: 2.43 -0.06 -2.66
O: -2.79 -0.51 -3.16
H: -2.72 -1.31 -2.41
H: -2.63 0.41 -2.60

- HOMO: -8.868 eV
- Charge: 0
- E_tot: -21938.1449 eV
- Structure (SMILES): CCN(C)[C@@H](C)CN.O.O.O.O.O.O
- Frontier orbital gap: 9.08 eV
- LUMO energy: 0.2 eV

***

# 4
Computed, not measured: a cluster of 7 separate species, C6H28N2O6 in total, with the ωB97M-V functional and the def2-TZVPD basis.

Positions of all 42 atoms, in Å:
C: 1.61 -0.23 1.13
N: 0.51 -0.94 0.40
C: -0.20 -0.02 -0.53
C: -1.18 -0.88 -1.44
C: -1.40 -0.20 -2.74
C: -2.54 -1.28 -0.62
C: -0.91 1.14 0.11
N: -0.07 2.34 0.47
H: 2.24 -0.95 1.71
H: 1.25 0.47 1.77
H: 2.32 0.28 0.37
H: 0.02 -1.46 1.04
H: 0.66 0.43 -1.16
H: -0.62 -1.73 -1.68
H: -0.99 -0.66 -3.63
H: -2.43 -0.14 -3.07
H: -0.90 0.77 -2.82
H: -2.38 -2.23 -0.16
H: -3.26 -1.43 -1.36
H: -2.73 -0.48 0.15
H: -1.85 1.44 -0.52
H: -1.37 0.75 1.10
H: 0.64 2.48 -0.14
H: -0.59 3.18 0.42
H: -2.07 -0.13 3.45
H: -2.43 -0.76 2.20
O: -2.79 -0.28 2.92
H: 2.04 -2.86 -1.20
H: 3.45 -2.12 -0.79
O: 3.03 -2.72 -1.38
H: 0.21 -0.27 4.83
H: -0.29 0.78 3.83
O: -0.46 -0.09 4.23
H: 1.52 -1.60 -4.32
H: 1.92 -1.34 -2.98
O: 1.73 -0.94 -3.70
H: 1.95 1.94 -3.25
H: 1.08 0.73 -2.79
O: 1.25 1.68 -2.75
H: -0.03 2.79 3.70
H: 0.27 2.06 2.50
O: 0.62 2.23 3.35

- HOMO (spin up / spin down): -13.926 / -13.848 eV
- Charge: +1
- E_tot: -21930.5714 eV
- Multiplicity: 2
- Frontier orbital gap (spin up / spin down): 10.93 / 5.63 eV
- LUMO energy (spin up / spin down): -3.0 / -8.2 eV

***

# 5
Computed, not measured: a cluster of 8 separate species, C6H28N2O7 in total, with the ωB97M-V functional and the def2-TZVPD basis.

Positions of all 43 atoms, in Å:
C: -0.27 0.86 -2.81
C: -0.68 0.53 -1.39
C: 0.15 0.62 -0.35
N: 0.04 -0.09 0.83
C: -2.03 -0.16 -1.28
C: -1.97 -1.68 -1.49
C: -1.38 -2.58 -0.39
N: 0.02 -3.06 -0.37
H: -1.05 1.41 -3.33
H: -0.21 -0.08 -3.38
H: 0.74 1.25 -2.84
H: 1.08 1.18 -0.46
H: -0.86 -0.16 1.29
H: 0.84 -0.17 1.42
H: -2.64 0.19 -0.43
H: -2.62 0.29 -2.09
H: -2.97 -2.09 -1.66
H: -1.48 -1.84 -2.45
H: -1.40 -2.05 0.57
H: -1.98 -3.48 -0.36
H: 0.36 -3.23 -1.31
H: 0.67 -2.36 -0.06
O: -0.04 3.78 -0.82
H: -0.42 2.90 -0.97
H: 0.75 3.68 -0.28
O: 1.97 2.19 1.42
H: 1.29 2.07 2.10
H: 2.84 2.41 1.74
O: -2.34 -0.54 2.73
H: -3.01 -0.95 2.17
H: -2.59 0.39 2.69
O: 3.21 0.95 -2.42
H: 2.31 0.63 -2.38
H: 3.75 0.16 -2.32
O: 2.75 -1.45 -1.25
H: 2.45 -1.08 -0.41
H: 3.63 -1.81 -1.11
O: 0.66 -1.12 3.31
H: -0.13 -1.68 3.34
H: 1.12 -1.35 4.12
O: 0.12 2.26 3.52
H: 0.02 3.15 3.15
H: -0.70 2.10 3.99

- HOMO: -7.450 eV
- Charge: 0
- E_tot: -23987.9662 eV
- Structure (SMILES): C/C(=C/N)CCCN.O.O.O.O.O.O.O
- Frontier orbital gap: 7.43 eV
- LUMO energy: 0.0 eV

***

# 6
Computed, not measured: a cluster of 8 separate species, C6H29NO7 in total, with the ωB97M-V functional and the def2-TZVPD basis.

Positions of all 43 atoms, in Å:
N: -1.01 -0.31 0.51
H: -1.76 0.29 0.85
H: -0.94 -0.25 -0.49
H: -1.11 -1.27 0.79
H: -0.14 0.11 0.80
O: 2.60 0.93 2.11
H: 2.24 0.22 2.68
C: 6.85 -1.56 3.62
O: 5.51 -2.03 3.42
H: 7.33 -1.66 2.65
H: 6.85 -0.50 3.89
H: 7.35 -2.09 4.44
H: 5.01 -1.27 3.10
C: 5.32 -1.14 -2.27
O: 3.95 -0.77 -1.91
H: 5.31 -2.01 -2.93
H: 5.86 -0.33 -2.77
H: 5.91 -1.36 -1.39
H: 3.90 -0.23 -1.12
C: -3.59 -5.26 0.47
O: -2.72 -4.68 1.43
H: -4.60 -5.30 0.88
H: -3.61 -4.74 -0.49
H: -3.27 -6.28 0.25
H: -2.93 -4.98 2.32
C: -2.46 1.75 -4.73
O: -1.68 0.76 -4.15
H: -3.13 1.26 -5.43
H: -3.15 2.22 -4.03
H: -1.79 2.46 -5.21
H: -1.03 0.55 -4.83
C: -0.17 5.52 0.81
O: 0.12 4.79 1.97
H: -0.50 4.82 0.04
H: -0.94 6.24 1.11
H: 0.64 6.10 0.38
H: 0.63 4.01 1.77
C: -5.97 0.70 0.16
O: -5.01 1.54 0.67
H: -6.21 0.02 0.98
H: -6.88 1.24 -0.12
H: -5.67 0.04 -0.65
H: -5.10 2.47 0.43

- HOMO: -6.092 eV
- Charge: 0
- E_tot: -22507.7623 eV
- Frontier orbital gap: 5.15 eV
- LUMO energy: -0.9 eV

***

# 7
Computed, not measured: a cluster of 9 separate species, C6H29NO9 in total, with the ωB97M-V functional and the def2-TZVPD basis.

Positions of all 45 atoms, in Å:
C: 2.16 -1.15 1.27
C: 1.04 -0.25 1.64
C: 0.15 -0.38 2.63
N: 0.24 -1.33 3.63
C: 0.86 0.94 0.70
C: 0.16 0.67 -0.60
C: 0.70 1.67 -1.60
O: -0.35 2.10 -2.47
H: 2.03 -2.22 1.73
H: 2.20 -1.44 0.20
H: 3.14 -0.80 1.53
H: -0.73 0.26 2.67
H: 1.10 -1.71 3.99
H: -0.44 -1.45 4.36
H: 0.32 1.64 1.35
H: 1.90 1.27 0.54
H: 0.26 -0.36 -0.95
H: -0.92 0.62 -0.50
H: 1.43 1.24 -2.30
H: 1.34 2.55 -1.30
H: -1.13 2.35 -1.95
O: -0.29 -0.61 -3.62
H: -0.30 0.35 -3.77
H: -1.01 -0.64 -3.03
O: -1.54 -1.80 -0.69
H: -0.57 -1.80 -0.66
H: -1.84 -2.58 -0.16
O: -2.63 -3.51 1.13
H: -2.33 -2.87 1.78
H: -3.56 -3.29 1.02
O: -0.40 4.56 0.22
H: -1.03 3.92 0.54
H: 0.29 4.24 -0.36
O: -2.66 2.46 1.65
H: -3.52 2.75 1.34
H: -2.72 1.90 2.43
O: 1.41 -2.15 -2.40
H: 0.81 -1.64 -2.99
H: 2.17 -2.58 -2.80
O: 3.83 0.77 -2.77
H: 3.11 0.15 -2.87
H: 4.32 0.51 -1.99
O: -2.51 -0.45 1.39
H: -2.33 -0.60 0.40
H: -2.16 -1.29 1.66

- HOMO: -7.801 eV
- Charge: 0
- E_tot: -26608.5056 eV
- Structure (SMILES): C/C(=C\N)CCCO.O.O.O.O.O.O.O.O
- Frontier orbital gap: 7.98 eV
- LUMO energy: 0.2 eV

***

# 8
Computed, not measured: the molecule C6H2Cl2N4, with the ωB97M-V functional and the def2-TZVPD basis.

Positions of all 14 atoms, in Å:
N: -3.35 0.78 -3.55
C: -2.48 0.70 -2.78
C: -1.31 0.59 -2.02
Cl: -0.24 1.87 -2.78
N: -1.03 -0.38 -1.27
C: -0.18 -0.54 -0.25
C: 0.19 0.47 0.56
N: -0.09 1.82 0.48
C: -1.19 2.21 -0.06
Cl: -2.85 1.36 -0.01
C: -1.29 3.63 -0.35
N: -1.26 4.70 -0.69
H: 0.11 -1.65 -0.21
H: 0.74 0.08 1.39

- HOMO: -9.512 eV
- Charge: 0
- E_tot: -37254.9785 eV
- Structure (SMILES): N#C/C(Cl)=N/C=C\N=C(/Cl)C#N
- Frontier orbital gap: 7.48 eV
- LUMO energy: -2.0 eV

***

| no. | largest force on an atom (eV/A) |
| --- | --- |
| 1 | 2.9 |
| 2 | 2.7 |
| 3 | 6.4 |
| 4 | 8.6 |
| 5 | 1.3 |
| 6 | 2.2 |
| 7 | 3.3 |
| 8 | 4.2 |